No. 1
Entry from the Open Molecules 2025 dataset: the molecule C3H7NOS at a distorted geometry (ωB97M-V/def2-TZVPD).

The geometry in ORCA input format:
```
! RIJCOSX wB97M-V def2-TZVPD def2/J DEFGRID3
* xyz 0 1
O 0.9335 0.8624 -2.0603
C 0.7856 -0.2222 -1.5697
C 0.0564 -0.4939 -0.2979
C -0.6180 0.7726 0.2910
S -1.6208 0.3577 1.8256
N 1.0906 -1.0710 0.6163
H 1.2925 -1.1926 -1.9930
H -0.7108 -1.3074 -0.5079
H 0.0966 1.5472 0.4469
H -1.0998 1.2526 -0.4810
H -2.6867 1.0199 1.2821
H 0.6501 -1.1435 1.5378
H 1.8308 -0.3817 0.9100
*
```

Results
E_HOMO = -0.349 Ha
Kohn-Sham gap = 10.174 eV
relative energy (zero: lowest compared OMol25 entry of this formula, charge and spin) = 1.749 eV

Here are the Mulliken charges for atoms 1 to 5, given in e: number 1, O, carries -0.4688; number 2, C, carries -0.0800; number 3, C, carries 0.2817; number 4, C, carries -0.9222; number 5, S, carries -0.2195


No. 2
Entry from the Open Molecules 2025 dataset: the molecule C3H7NOS at a distorted geometry (ωB97M-V/def2-TZVPD).

The geometry in ORCA input format:
```
! RIJCOSX wB97M-V def2-TZVPD def2/J DEFGRID3
* xyz 0 1
C -0.4262 -0.0294 -0.2884
C 0.1024 1.4051 -0.4465
S 0.7405 1.7920 -2.1277
C 0.0464 -0.7422 0.9584
N -0.0884 -2.0339 1.0511
O 0.1018 0.0231 1.9617
H -0.3781 -0.7055 -1.2765
H -1.5508 0.0262 -0.2302
H 0.9605 1.6591 0.1051
H -0.7308 2.0591 0.0293
H 2.0879 1.5176 -2.1056
H -0.2802 -2.3410 2.0296
H -0.5850 -2.6301 0.3397
*
```

Results
E_HOMO = -0.334 Ha
Kohn-Sham gap = 9.673 eV
relative energy (zero: lowest compared OMol25 entry of this formula, charge and spin) = 1.452 eV

Here are the Mulliken charges for atoms 1 to 5, given in e: number 1, C, carries -0.3766; number 2, C, carries -0.5970; number 3, S, carries -0.2743; number 4, C, carries 0.5018; number 5, N, carries -0.4720


No. 3
Entry from the Open Molecules 2025 dataset: the molecule C3H7NOS at a distorted geometry (ωB97M-V/def2-TZVPD).

The geometry in ORCA input format:
```
! RIJCOSX wB97M-V def2-TZVPD def2/J DEFGRID3
* xyz 0 1
C 1.8727 -0.5434 0.2270
C -1.3955 -0.1267 -0.0900
C -1.0682 1.3400 -0.0975
H 1.8232 -1.4996 0.8663
H 2.8486 -0.5626 -0.3136
H 1.7699 0.2951 1.0201
H -0.5250 -1.9127 -0.4337
H -0.8633 1.7671 -1.1012
H -1.9017 1.9432 0.2755
H -0.1720 1.5257 0.5070
N -0.3140 -0.9623 -0.0838
O 0.8412 -0.4832 -0.7250
S -2.9158 -0.7805 -0.0513
*
```

Results
E_HOMO = -0.316 Ha
Kohn-Sham gap = 9.033 eV
relative energy (zero: lowest compared OMol25 entry of this formula, charge and spin) = 2.792 eV

Here are the Mulliken charges for atoms 1 to 5, given in e: number 1, C, carries -0.4711; number 2, C, carries 0.2677; number 3, C, carries -0.8482; number 4, H, carries 0.2435; number 5, H, carries 0.2547


No. 4
Entry from the Open Molecules 2025 dataset: a cluster of 2 separate species, C3H7NOS in total at a distorted geometry (ωB97M-V/def2-TZVPD).

The geometry in ORCA input format:
```
! RIJCOSX wB97M-V def2-TZVPD def2/J DEFGRID3
* xyz 0 1
C 1.4939 1.4025 -1.7134
C 0.1452 -0.1622 -0.4337
C 0.4017 -1.5644 -0.2838
N -0.4394 0.4636 0.5592
O -0.7535 1.0569 2.9048
S -0.9557 -0.1661 2.1406
H 0.9704 2.3485 -1.8446
H 1.2392 0.7659 -2.5469
H -0.1295 -1.9690 -1.2268
H 1.5104 -1.7485 -0.1881
H -0.3412 -1.9592 0.3932
H -0.7713 1.4542 0.5399
H -2.3702 0.0778 1.6994
*
```

Results
E_HOMO = -0.282 Ha
Kohn-Sham gap = 7.619 eV
relative energy (zero: lowest compared OMol25 entry of this formula, charge and spin) = 8.941 eV

Here are the Mulliken charges for atoms 1 to 5, given in e: number 1, C, carries -0.5182; number 2, C, carries 0.0806; number 3, C, carries -0.8703; number 4, N, carries -0.2154; number 5, O, carries -0.5297


No. 5
Entry from the Open Molecules 2025 dataset: a structure of composition C3H7NOS at a distorted geometry (ωB97M-V/def2-TZVPD).

The geometry in ORCA input format:
```
! RIJCOSX wB97M-V def2-TZVPD def2/J DEFGRID3
* xyz 0 3
C 0.5209 -0.2426 1.1532
C 1.1995 -0.4517 -0.1778
C -0.8466 0.2585 0.8023
N 0.2397 -1.1160 -1.0163
O -1.2660 1.0650 -1.7630
S -1.1143 -0.5273 -0.8515
H 0.5864 -1.2033 1.7909
H 1.1722 0.4199 1.6365
H 1.5147 0.4889 -0.6469
H 2.0171 -1.0849 -0.1406
H -1.8218 0.1056 1.3575
H -0.7440 1.2761 0.5503
H -1.4579 1.0117 -2.6946
*
```

Results
E_HOMO (spin up / spin down) = -0.182 / -0.358 Ha
Kohn-Sham gap (spin up / spin down) = 5.930 / 7.447 eV
relative energy (zero: lowest compared OMol25 entry of this formula, charge and spin) = 2.844 eV

Here are the Mulliken charges for atoms 1 to 5, given in e: number 1, C, carries -0.4516; number 2, C, carries -0.4738; number 3, C, carries -0.4820; number 4, N, carries -0.2257; number 5, O, carries -0.4725


No. 6
Entry from the Open Molecules 2025 dataset: a structure of composition C3H7NOS2 at a distorted geometry (ωB97M-V/def2-TZVPD).

The geometry in ORCA input format:
```
! RIJCOSX wB97M-V def2-TZVPD def2/J DEFGRID3
* xyz 0 1
C -1.4908 -1.0710 0.5042
C 0.8544 0.1982 0.0211
C 0.6255 0.9850 -1.2285
H -2.1741 -2.1124 -0.5637
H -1.5275 0.1043 -0.0972
H -1.8200 -1.3736 1.8387
H 1.1202 0.4556 -2.1458
H 1.3109 1.8573 -0.9852
H -0.7040 0.5968 -2.7323
H 1.2772 -0.8407 3.0376
N 1.1638 0.8118 1.1528
O -0.6923 1.2082 -1.7082
S 0.2671 -1.4172 0.2050
S 1.7894 0.5976 2.7014
*
```

Results
E_HOMO = -0.316 Ha
Kohn-Sham gap = 8.231 eV
relative energy (zero: lowest compared OMol25 entry of this formula, charge and spin) = 8.503 eV

Here are the Mulliken charges for atoms 1 to 5, given in e: number 1, C, carries -0.6271; number 2, C, carries 0.2960; number 3, C, carries -0.2623; number 4, H, carries 0.1910; number 5, H, carries 0.2716